1.
A molecular structure, C48H44BrLuN6O8PS at a distorted geometry, computed with wB97M-V/def2-TZVPD.

Values from the calculation:
Orbital gap = 7.089 eV
Total charge = +1
Energy = -199595.3531 eV
Relative energy (zero: lowest compared OMol25 entry of this formula, charge and spin) = 0.0 kcal/mol

Atoms and positions in Å:
Lu1 0.92 0.16 -0.08
Br1 5.35 -1.50 5.01
S1 0.37 -2.59 0.88
P1 -3.91 0.02 0.90
O1 1.55 -3.43 0.96
O2 3.35 6.50 -6.50
O3 0.17 0.27 -2.03
O4 2.28 2.44 -5.51
O5 -1.78 -0.37 -3.00
O6 2.97 0.03 -0.33
O7 2.02 1.08 1.95
O8 0.58 -1.28 1.75
N1 -1.31 1.37 -0.11
N2 0.17 -1.86 -0.54
N3 5.23 -0.95 -1.53
N4 3.47 4.37 -5.65
N5 1.68 2.60 -1.43
N6 6.48 -2.31 -0.27
C1 -2.48 -5.36 1.30
C2 4.65 -1.07 3.38
C3 -6.19 -1.34 1.90
C4 6.89 -2.50 -1.61
C5 5.30 -1.41 2.18
C6 -5.29 -1.22 4.57
C7 3.65 5.76 -5.35
C8 3.51 -0.29 3.30
C9 -6.18 1.50 0.05
C10 -3.23 1.53 1.54
C11 -1.68 -3.07 2.73
C12 -2.75 -3.85 3.19
C13 7.62 -3.47 -2.22
C14 4.84 -0.93 0.93
C15 -4.59 -0.57 3.55
C16 -6.89 -1.94 2.97
C17 -2.26 4.05 2.34
C18 -6.86 1.71 -2.27
C19 2.38 3.42 -0.63
C20 -6.51 -1.88 4.32
C21 1.76 2.74 -2.75
C22 -5.84 0.87 -2.62
C23 -1.52 3.26 1.41
C24 3.60 -0.20 0.83
C25 3.57 4.28 -2.50
C26 -1.40 -4.59 0.84
C27 -2.00 2.03 1.02
C28 6.21 -1.55 -3.79
C29 -3.98 2.38 2.38
C30 -1.05 -3.47 1.54
C31 -3.49 3.66 2.73
C32 3.38 4.23 -1.12
C33 -3.08 -5.05 2.55
C34 -4.89 0.39 -1.69
C35 7.88 -3.29 -3.60
C36 -5.09 0.68 -0.32
C37 6.10 -1.60 -2.41
C38 -7.00 2.11 -0.92
C39 -3.96 -6.02 3.36
C40 5.51 -1.36 -0.24
C41 2.68 3.57 -3.36
C42 1.30 1.42 3.21
C43 -5.03 -0.59 2.23
C44 2.76 3.42 -4.93
C45 -0.46 -2.09 -1.85
C46 7.15 -2.38 -4.35
C47 3.11 0.22 2.08
C48 -0.77 -0.66 -2.37
H1 -1.14 2.09 -0.82
H2 7.87 -4.41 -1.70
H3 -0.61 3.60 0.91
H4 -7.53 2.16 -3.08
H5 6.21 -1.99 2.27
H6 -6.51 -1.51 0.89
H7 -1.85 5.00 2.74
H8 2.97 0.07 4.19
H9 8.57 -3.92 -4.19
H10 -3.31 -3.50 4.02
H11 -7.75 2.88 -0.65
H12 -3.66 -7.07 3.16
H13 3.09 6.03 -4.45
H14 -7.09 -2.37 5.07
H15 1.95 2.00 3.86
H16 -3.98 -0.17 -1.97
H17 -6.41 1.68 1.12
H18 -1.29 -2.16 3.20
H19 3.17 7.46 -6.22
H20 -0.79 -4.98 -0.02
H21 0.49 2.14 2.97
H22 -1.47 -2.53 -1.79
H23 2.14 3.31 0.43
H24 -3.91 -5.77 4.43
H25 4.38 4.98 -2.84
H26 -2.88 -6.25 0.72
H27 4.72 5.96 -5.13
H28 0.98 2.22 -3.29
H29 -4.86 -1.07 5.59
H30 -5.67 0.53 -3.64
H31 3.20 4.26 -6.63
H32 6.91 -2.74 0.54
H33 -4.97 -5.92 2.99
H34 -4.91 2.03 2.81
H35 5.59 -0.88 -4.36
H36 0.87 0.52 3.59
H37 -1.98 0.63 -0.38
H38 -7.73 -2.57 2.72
H39 7.25 -2.21 -5.42
H40 4.54 -0.17 -1.70
H41 -4.08 4.32 3.33
H42 -3.72 -0.01 3.85
H43 0.18 -2.52 -2.61
H44 4.13 4.81 -0.50


2.
A molecular structure, C19H48N4O6P2Ti at a distorted geometry, computed with wB97M-V/def2-TZVPD.

Values from the calculation:
Orbital gap (spin up / spin down) = 6.605 / 11.441 eV
Spin multiplicity = 3
<S²> = 2.00
Total charge = +2
Energy = -80414.8801 eV
Relative energy (zero: lowest compared OMol25 entry of this formula, charge and spin) = 45.2 kcal/mol

Atoms and positions in Å:
Ti1 1.11 -0.41 1.29
P1 -1.52 0.72 0.18
P2 0.40 -0.52 -1.61
O1 0.89 -2.04 -1.59
O2 -2.98 0.71 0.74
O3 -0.69 0.51 1.40
O4 -1.18 2.00 -0.67
O5 0.47 0.10 -3.05
O6 1.27 0.17 -0.62
N1 1.95 1.45 1.92
N2 0.01 -2.20 1.21
N3 2.99 -1.28 1.14
N4 1.35 -0.90 3.26
C1 -1.84 4.29 -0.86
C2 -4.25 1.26 0.28
C3 -5.27 0.14 0.32
C4 3.30 -2.12 2.30
C5 2.67 -1.48 3.55
C6 -0.90 3.33 -0.15
C7 -0.10 -2.77 -3.73
C8 -1.38 -0.44 -1.21
C9 2.31 1.69 -3.17
C10 0.56 3.66 -0.45
C11 1.46 0.47 -5.21
C12 1.16 0.39 3.94
C13 0.26 -1.84 3.58
C14 0.47 -3.18 -2.39
C15 0.13 -2.90 2.49
C16 -4.61 2.39 1.22
C17 2.09 1.46 3.38
C18 1.74 0.39 -3.71
C19 -0.52 -4.06 -1.61
H1 -0.39 -3.65 -4.29
H2 -0.75 -3.52 2.71
H3 2.62 -2.22 4.36
H4 3.29 1.87 -3.61
H5 1.30 0.30 5.03
H6 4.38 -2.22 2.47
H7 0.13 0.70 3.75
H8 2.91 -3.13 2.12
H9 0.43 -2.32 4.55
H10 3.13 1.26 3.64
H11 0.72 1.24 -5.41
H12 -1.61 5.32 -0.60
H13 -1.88 0.03 -2.06
H14 1.00 -3.55 2.47
H15 -0.97 -2.13 -3.61
H16 0.89 4.50 0.15
H17 -6.25 0.53 0.03
H18 -5.57 2.81 0.92
H19 0.67 3.93 -1.50
H20 0.19 -2.84 0.43
H21 2.42 1.63 -2.09
H22 1.20 2.79 -0.27
H23 -4.69 2.02 2.23
H24 3.66 -0.50 1.09
H25 -0.78 -4.91 -2.23
H26 1.09 -0.47 -5.60
H27 -0.07 -4.46 -0.70
H28 -2.88 4.09 -0.60
H29 2.69 1.99 1.48
H30 -1.85 -1.40 -1.02
H31 2.43 -0.43 -3.49
H32 2.38 0.72 -5.72
H33 3.05 -1.79 0.26
H34 0.65 -2.23 -4.31
H35 -1.43 -3.53 -1.37
H36 -1.07 3.31 0.94
H37 3.35 -0.69 3.88
H38 1.39 -3.75 -2.54
H39 -3.86 3.18 1.19
H40 -5.35 -0.26 1.33
H41 -5.01 -0.67 -0.35
H42 1.06 1.89 1.68
H43 -0.94 -1.84 1.13
H44 -4.12 1.62 -0.75
H45 1.83 2.43 3.82
H46 1.66 2.52 -3.43
H47 -1.73 4.16 -1.93
H48 -0.68 -1.28 3.63


3.
A molecular structure, C28H34Ge2N2O2Pt at a distorted geometry, computed with wB97M-V/def2-TZVPD.

Values from the calculation:
Orbital gap (spin up / spin down) = 4.723 / 5.482 eV
Total charge = -2
Energy = -152940.9391 eV
Relative energy (zero: lowest compared OMol25 entry of this formula, charge and spin) = 20.2 kcal/mol

Atoms and positions in Å:
Pt1 0.13 0.35 0.42
Ge1 2.74 2.06 1.52
Ge2 -0.17 1.79 -1.60
O1 -2.84 -1.16 3.21
O2 -0.06 2.25 1.29
N1 -1.73 -0.39 1.20
N2 6.44 -2.93 -3.39
C1 3.07 -1.98 -3.00
C2 0.95 1.24 -4.30
C3 3.97 -2.63 -0.88
C4 1.98 0.91 0.17
C5 -2.59 5.30 -1.73
C6 -1.04 -0.51 -5.15
C7 -3.89 4.84 -1.94
C8 -2.27 -0.76 2.20
C9 -1.72 3.02 -1.79
C10 -1.10 0.07 -3.88
C11 -1.15 2.50 2.14
C12 4.70 1.75 1.28
C13 1.84 -1.73 -2.40
C14 -2.45 2.70 1.37
C15 2.65 4.00 1.38
C16 2.75 -2.37 -0.28
C17 2.49 1.40 3.35
C18 -0.85 3.73 2.99
C19 0.35 -1.59 -0.37
C20 -0.11 0.96 -3.43
C21 1.02 0.66 -5.57
C22 4.15 -2.43 -2.25
C23 -1.52 4.41 -1.66
C24 1.65 -1.90 -1.02
C25 0.02 -0.21 -6.00
C26 -4.11 3.47 -2.06
C27 5.43 -2.71 -2.88
C28 -3.04 2.58 -1.98
H1 0.18 -2.23 0.49
H2 2.75 2.17 4.10
H3 1.45 1.09 3.49
H4 -0.74 4.61 2.34
H5 -0.52 4.78 -1.49
H6 5.01 1.97 0.25
H7 -3.23 1.51 -2.06
H8 -1.67 3.92 3.70
H9 3.02 4.47 2.30
H10 1.74 1.90 -3.97
H11 3.19 -1.83 -4.07
H12 5.30 2.38 1.96
H13 -1.82 -1.19 -5.47
H14 3.28 4.33 0.54
H15 -2.41 6.37 -1.62
H16 0.95 2.86 -1.83
H17 4.81 -2.98 -0.28
H18 2.63 -2.51 0.79
H19 1.85 0.89 -6.22
H20 -1.92 -0.20 -3.21
H21 1.61 4.30 1.20
H22 4.94 0.69 1.49
H23 3.15 0.53 3.50
H24 0.08 3.60 3.56
H25 -5.11 3.09 -2.21
H26 -1.32 1.66 2.83
H27 -4.72 5.53 -1.98
H28 1.01 -1.38 -3.00
H29 -2.33 3.54 0.67
H30 -3.29 2.92 2.05
H31 -2.68 1.80 0.80
H32 2.55 0.79 -0.75
H33 0.07 -0.66 -6.99
H34 -0.47 -1.70 -1.07


4.
A molecular structure, C8H19N5O9Zn at a distorted geometry, computed with wB97M-V/def2-TZVPD.

Values from the calculation:
Orbital gap = 2.604 eV
Total charge = -2
Energy = -82890.6398 eV
Relative energy (zero: lowest compared OMol25 entry of this formula, charge and spin) = 213.8 kcal/mol

Atoms and positions in Å:
Zn1 0.11 -0.47 -1.19
O1 -1.11 1.03 -1.84
O2 1.03 -2.27 -1.13
O3 0.77 -2.92 -3.14
O4 1.39 -1.20 -2.67
O5 1.80 4.55 -3.16
O6 -0.96 -2.66 2.68
O7 -1.09 0.37 -3.89
O8 1.48 0.71 -0.24
O9 -1.42 -0.71 -2.56
N1 -0.90 -0.86 0.54
N2 0.59 3.21 -2.00
N3 0.69 2.81 -4.07
N4 2.74 1.64 1.33
N5 2.78 -0.49 1.08
C1 1.43 -2.37 -2.27
C2 -2.13 0.86 1.64
C3 -1.69 -1.37 2.73
C4 -1.14 -0.24 1.77
C5 1.05 3.62 -3.10
C6 -1.48 -3.75 3.38
C7 -1.63 0.43 -2.82
C8 2.35 0.64 0.63
H1 -0.20 0.11 2.20
H2 -0.60 -1.79 0.79
H3 2.49 -1.31 0.59
H4 1.19 2.81 -4.94
H5 -2.02 1.45 0.73
H6 -2.70 -1.56 2.39
H7 -1.52 -3.60 4.46
H8 -0.83 -4.61 3.18
H9 -3.17 0.55 1.76
H10 0.06 2.36 -1.97
H11 2.60 2.53 0.87
H12 0.00 2.10 -3.87
H13 3.39 -0.48 1.89
H14 1.16 3.52 -1.23
H15 3.51 1.59 1.97
H16 -1.67 -0.84 3.68
H17 -1.86 -1.03 0.27
H18 -2.00 1.64 2.39
H19 -2.50 -4.03 3.14


5.
A molecular structure, C40H63AgF5MnN2O16 at a distorted geometry, computed with wB97M-V/def2-TZVPD.

Values from the calculation:
Orbital gap (spin up / spin down) = 5.061 / 5.110 eV
Spin multiplicity = 6
<S²> = 8.75
Total charge = -1
Energy = -127144.6946 eV

Atoms and positions in Å:
Ag1 0.61 2.24 1.11
Mn1 -0.55 0.34 -1.93
F1 3.07 -1.47 -1.65
F2 4.44 0.02 -2.21
F3 2.45 -4.88 -5.12
F4 1.83 -4.99 -1.18
F5 3.85 -0.05 -0.21
O1 1.37 0.31 -3.01
O2 2.24 -3.39 -6.67
O3 2.40 2.30 2.91
O4 1.41 4.41 0.65
O5 -1.72 0.89 -0.01
O6 0.18 -5.98 2.70
O7 -0.38 -1.77 -1.87
O8 2.56 -3.93 -8.95
O9 -0.99 2.17 -3.19
O10 -2.16 -0.36 -2.95
O11 -1.96 -5.71 -3.71
O12 1.13 1.26 -1.11
O13 1.07 -5.00 -7.65
O14 0.28 -5.12 0.57
O15 1.60 -4.37 2.11
O16 -3.92 -4.03 -5.12
N1 -2.47 0.60 1.13
N2 1.82 1.45 3.83
C1 -3.83 2.73 1.14
C2 -4.87 0.56 0.21
C3 -4.23 -0.52 3.20
C4 2.21 0.80 -1.88
C5 0.42 1.04 5.88
C6 -2.76 -0.87 3.08
C7 2.39 4.76 -0.06
C8 -2.98 -3.51 -4.38
C9 -2.62 -1.92 0.64
C10 -4.31 0.95 2.70
C11 2.72 0.29 4.15
C12 -1.20 -3.89 -2.64
C13 0.71 -0.16 -5.28
C14 1.60 -4.00 -5.61
C15 3.36 -0.18 -1.43
C16 -1.18 -2.41 -2.45
C17 -0.41 2.59 4.14
C18 -0.62 -0.90 1.89
C19 -2.80 2.18 -4.63
C20 1.23 -4.33 -0.12
C21 -3.03 -2.13 -4.21
C22 2.33 4.86 -1.53
C23 -2.12 4.24 -3.01
C24 -2.18 -1.51 -3.32
C25 0.54 -4.81 -6.36
C26 0.86 2.09 4.80
C27 3.64 5.32 0.55
C28 0.68 -5.26 1.84
C29 -2.11 -0.78 1.69
C30 1.79 0.54 -4.39
C31 4.00 0.68 4.84
C32 1.42 0.08 6.43
C33 2.92 -0.42 2.83
C34 2.04 -4.14 -7.86
C35 1.49 3.24 5.59
C36 -1.96 2.87 -3.59
C37 -2.04 -4.44 -3.57
C38 1.93 -0.67 5.11
C39 2.25 -3.91 0.91
C40 -3.83 1.13 1.26
H1 -3.47 3.30 2.00
H2 4.53 -0.23 5.12
H3 1.50 4.24 5.15
H4 4.02 6.16 -0.03
H5 1.17 -3.26 -4.94
H6 -4.89 3.02 1.14
H7 -0.22 -0.16 2.58
H8 -5.00 -0.48 0.49
H9 -0.08 0.59 -5.31
H10 -5.29 1.41 2.75
H11 -0.43 -4.49 -2.17
H12 0.36 -5.72 -5.79
H13 1.64 4.12 -1.92
H14 1.97 -0.45 2.30
H15 -2.41 4.32 -1.96
H16 1.09 -0.41 -6.27
H17 3.33 4.68 -1.93
H18 -2.21 1.42 -5.14
H19 -3.84 -1.53 -4.62
H20 -0.41 0.51 5.41
H21 0.34 -1.10 -4.89
H22 0.61 -3.50 -0.45
H23 3.59 0.24 2.28
H24 -3.62 1.66 -4.13
H25 -1.19 4.78 -3.16
H26 3.45 5.68 1.56
H27 3.92 1.25 5.77
H28 -3.06 -2.75 1.20
H29 4.33 4.48 0.55
H30 -0.64 2.10 3.19
H31 1.08 3.52 6.56
H32 -1.33 2.33 4.68
H33 -0.42 -4.38 -6.65
H34 2.81 1.63 -2.25
H35 2.55 2.99 5.68
H36 -4.74 0.60 -0.87
H37 -4.86 -1.21 2.64
H38 3.35 -1.41 2.99
H39 -0.31 -1.81 2.40
H40 -3.23 3.03 -5.15
H41 3.17 -4.48 0.75
H42 0.95 -0.59 7.14
H43 -4.70 -0.70 4.17
H44 2.65 -1.47 5.29
H45 -2.89 4.77 -3.58
H46 2.83 0.21 -4.46
H47 2.03 5.84 -1.90
H48 -5.84 0.95 0.52
H49 1.11 -1.17 4.58
H50 -1.73 -2.46 0.33
H51 -2.22 -0.20 3.75
H52 4.65 1.29 4.20
H53 -2.78 -1.88 3.50
H54 -3.17 3.15 0.38
H55 1.77 1.63 -4.44
H56 -3.30 -1.63 -0.17
H57 3.18 2.65 3.35
H58 -0.34 3.66 3.92
H59 -0.14 -0.73 0.92
H60 0.08 1.53 6.80
H61 -3.73 1.55 3.40
H62 2.58 -2.88 0.80
H63 2.23 0.66 6.88


6.
C2H4N4 in the gas phase at a distorted geometry, computed with wB97M-V/def2-TZVPD.

Values from the calculation:
Orbital gap = 8.196 eV
Energy = -8092.0022 eV
Relative energy (zero: lowest compared OMol25 entry of this formula, charge and spin) = 168.6 kcal/mol

Atoms and positions in Å:
N1 -1.53 2.44 1.16
N2 -0.40 1.64 1.63
N3 0.28 1.11 0.55
N4 -0.55 3.09 1.42
C1 1.44 1.41 0.03
C2 -0.41 -0.12 0.18
H1 -0.73 -0.67 1.11
H2 -1.21 0.18 -0.38
H3 0.23 -0.78 -0.54
H4 1.75 0.81 -0.86


7.
A molecular structure, C8H16Cl2CuO9S at a distorted geometry, computed with wB97M-V/def2-TZVPD.

Values from the calculation:
Orbital gap (spin up / spin down) = 5.803 / 5.546 eV
Spin multiplicity = 2
<S²> = 0.76
Total charge = -2
Energy = -107499.5321 eV
Relative energy (zero: lowest compared OMol25 entry of this formula, charge and spin) = 0.0 kcal/mol

Atoms and positions in Å:
Cu1 -0.20 0.60 -0.42
Cl1 2.32 0.62 -1.83
Cl2 2.86 4.15 -4.40
S1 -0.95 0.52 -3.10
O1 -2.27 0.26 -3.65
O2 -0.18 0.95 -4.23
O3 0.73 2.22 1.04
O4 -2.33 -0.35 0.14
O5 -0.44 -0.55 -2.29
O6 1.24 -0.62 0.94
O7 -1.82 -0.59 2.26
O8 -2.78 -2.28 1.30
O9 -1.02 1.55 -2.08
C1 0.36 3.60 0.99
C2 -1.47 -4.00 2.43
C3 -2.27 -1.04 1.12
C4 1.86 -1.91 1.06
C5 2.75 1.76 -3.21
C6 -2.50 -2.77 2.56
C7 2.15 3.22 -3.01
C8 -1.82 -1.55 3.24
H1 -0.59 3.61 0.45
H2 1.18 -2.75 0.95
H3 2.26 -2.10 2.06
H4 1.07 3.28 -3.13
H5 0.96 4.00 0.17
H6 -1.88 -4.92 2.01
H7 -3.51 -2.95 2.94
H8 3.84 1.89 -3.25
H9 -0.71 -3.62 1.74
H10 -1.25 -4.37 3.43
H11 -2.38 -1.31 4.14
H12 2.37 3.69 -2.05
H13 2.29 1.33 -4.10
H14 0.24 4.21 1.88
H15 -0.78 -1.68 3.53
H16 2.68 -2.09 0.37


8.
2 unconnected molecules or ions with the total composition CH5N3O2 at a distorted geometry, computed with wB97M-V/def2-TZVPD.

Values from the calculation:
Orbital gap = 10.573 eV
SMILES = [H]/N=C\N.O=NO
Energy = -9680.5056 eV
Relative energy (zero: lowest compared OMol25 entry of this formula, charge and spin) = 45.3 kcal/mol

Atoms and positions in Å:
O1 2.49 0.98 2.07
O2 0.75 1.65 0.99
N1 -1.24 -1.14 -0.01
N2 -0.24 0.19 -1.69
N3 1.80 0.78 1.13
C1 -0.20 -0.61 -0.72
H1 -1.09 -1.83 0.70
H2 0.81 -0.91 -0.35
H3 -2.19 -0.93 -0.29
H4 0.30 1.34 0.14
H5 -1.18 0.47 -1.97